Entry 1:
# C28H36BMoN12O8S4Te

C28H36BMoN12O8S4Te as an isolated structure in a non-equilibrium geometry (ωB97M-V/def2-TZVPD, OMol25).

Properties
Gap between HOMO and LUMO (spin up / spin down) ... 5.9 / 3.9 eV
HOMO level (spin up / spin down) ... -9.82 / -9.76 eV
2S+1 ... 3
Strongest force on any atom ... 5.2 eV/Å
Electronic energy ... -117026.36965 eV
ΔE to the lowest compared entry with this formula, charge and spin ... 231.1 kJ/mol
Total charge ... +1

The geometry in XYZ format:
```
91
Properties=species:S:1:pos:R:3:lowdin_charge:R:1
Mo -2.00 -2.57 0.43 0.495
C -2.38 -2.46 -4.28 -0.024
N -3.54 -2.15 -3.53 -0.107
C -4.56 -1.26 -3.91 -0.035
C -5.27 -0.92 -2.84 -0.009
N -4.77 -1.66 -1.73 0.025
B -4.98 -1.47 -0.19 -0.452
N -4.55 -0.06 0.28 0.025
C -5.35 0.85 0.94 -0.046
C -4.65 1.94 1.29 -0.031
N -3.33 1.70 0.90 -0.103
C -2.32 2.77 1.03 0.003
C -3.28 0.45 0.36 -0.565
S -1.68 -0.30 0.06 0.502
C -3.74 -2.33 -2.19 -0.645
S -2.94 -3.64 -1.36 0.598
H -1.89 -1.57 -4.67 0.109
H -2.68 -3.12 -5.09 0.105
H -1.71 -2.97 -3.56 0.042
H -4.72 -0.98 -4.98 0.156
H -6.14 -0.29 -2.80 0.127
H -4.20 -2.27 0.25 -0.004
H -6.09 -1.77 0.02 0.092
H -6.43 0.63 0.95 0.140
H -4.96 2.85 1.81 0.139
H -1.64 2.54 1.81 0.079
H -2.86 3.67 1.35 0.098
H -1.79 2.94 0.09 0.103
C 4.06 -0.36 -4.87 -0.036
N 4.03 0.68 -3.83 -0.065
C 2.97 1.54 -3.75 -0.061
C 2.96 2.64 -2.91 0.008
C 4.17 2.74 -2.06 -0.389
N 5.17 1.84 -2.11 0.161
C 5.20 0.82 -3.05 -0.498
O 6.31 0.28 -3.20 0.027
N 4.24 3.55 -1.03 0.152
H 4.65 0.00 -5.74 0.096
H 3.06 -0.57 -5.37 0.102
H 4.59 -1.25 -4.49 0.095
H 2.13 1.29 -4.40 0.115
H 2.16 3.37 -2.79 0.097
H 5.12 3.67 -0.71 0.056
H 3.66 4.42 -1.04 0.105
O 3.04 9.46 4.80 0.095
N 3.90 8.59 4.72 -0.317
O 4.66 8.27 5.64 0.112
C 3.99 7.97 3.45 -0.107
C 4.78 6.84 3.31 0.114
C 4.52 6.13 2.16 -0.125
C 3.84 6.69 0.97 -0.252
O 4.01 6.28 -0.16 0.135
C 3.14 7.97 1.28 -0.015
C 3.20 8.57 2.51 0.106
N 2.68 8.63 0.12 -0.335
O 2.35 8.03 -0.89 0.116
O 2.49 9.83 0.24 0.101
N 5.23 4.93 1.91 0.110
O -2.47 -1.38 4.30 -0.632
O 5.40 4.36 3.04 0.017
H 5.20 6.31 4.15 0.141
H 2.71 9.51 2.67 0.146
C 0.53 -3.98 3.60 -0.052
N -0.85 -4.47 3.32 -0.142
C -1.20 -5.92 3.64 -0.035
C -1.76 -3.51 2.87 -0.488
S -1.60 -1.72 3.12 0.736
N -2.82 -3.93 2.02 -0.335
C -2.64 -5.31 1.55 -0.136
C -4.31 -3.59 2.55 0.049
H 0.59 -3.73 4.69 0.105
H 0.80 -3.03 3.01 0.091
H 1.23 -4.85 3.57 0.106
H -0.98 -6.72 2.91 0.102
H -2.27 -5.96 4.00 0.109
H -0.65 -6.21 4.57 0.113
H -2.96 -6.09 2.24 0.072
H -1.59 -5.52 1.37 0.092
H -3.30 -5.40 0.66 0.074
H -4.41 -2.52 2.98 0.116
H -4.47 -4.45 3.24 0.107
H -4.90 -3.59 1.65 0.051
Te 0.50 -2.90 -0.78 0.841
C 1.14 -4.64 -1.59 -1.095
C 0.84 -5.28 -2.77 -0.260
C 1.82 -6.21 -3.16 -0.193
C 2.74 -6.40 -2.16 -0.405
S 2.44 -5.43 -0.75 0.892
H -0.09 -5.08 -3.38 0.113
H 1.88 -6.65 -4.17 0.118
H 3.60 -7.06 -2.11 0.064
```

Entry 2:
# C28H36BeBrFN2

C28H36BeBrFN2 as an isolated structure in a non-equilibrium geometry (ωB97M-V/def2-TZVPD, OMol25).

Properties
Gap between HOMO and LUMO ... 6.6 eV
HOMO level ... -7.20 eV
Strongest force on any atom ... 2.7 eV/Å
Electronic energy ... -105761.74635 eV
ΔE to the lowest compared entry with this formula, charge and spin ... 128.1 kJ/mol
Total charge ... 0

The geometry in XYZ format:
```
69
Properties=species:S:1:pos:R:3:lowdin_charge:R:1
Be 8.52 10.22 11.31 0.142
C 9.15 10.71 7.27 -0.051
C 10.15 9.51 7.42 -0.362
C 10.73 9.37 6.01 -0.124
C 11.14 9.60 8.54 -0.119
C 12.42 9.10 8.28 -0.045
C 13.35 8.83 9.30 -0.073
C 12.98 9.02 10.64 -0.059
C 11.72 9.46 10.97 -0.149
C 11.36 9.44 12.43 -0.387
C 11.43 8.09 13.15 -0.048
C 12.19 10.47 13.20 -0.069
C 10.83 9.91 9.91 -0.157
N 9.74 10.75 10.21 0.012
C 9.86 12.16 10.04 -0.208
C 11.08 12.82 10.12 -0.016
C 11.15 14.21 10.33 -0.110
C 10.00 14.96 10.40 -0.131
C 8.75 14.40 10.14 -0.011
C 8.75 13.03 9.92 -0.242
F 7.54 12.48 9.65 0.018
H 8.41 10.34 6.56 0.070
H 9.73 11.50 6.74 0.091
H 8.73 11.18 8.13 0.027
H 9.50 8.60 7.52 0.150
H 11.44 10.19 5.82 0.084
H 9.88 9.45 5.27 0.091
H 11.23 8.35 5.87 0.097
H 12.71 9.05 7.18 0.112
H 14.36 8.55 9.05 0.091
H 13.72 8.98 11.47 0.123
H 10.33 9.81 12.51 0.089
H 12.30 7.49 12.82 0.093
H 10.54 7.50 12.90 0.043
H 11.32 8.21 14.24 0.086
H 13.20 10.03 13.41 0.089
H 11.76 10.62 14.19 0.072
H 12.35 11.40 12.67 0.071
H 12.02 12.25 10.14 0.118
H 12.12 14.71 10.39 0.106
H 10.22 16.01 10.62 0.102
H 7.81 14.96 10.18 0.119
C 8.49 13.87 14.96 -0.043
C 7.69 12.91 14.13 -0.251
C 6.30 12.75 14.27 0.016
C 5.58 11.97 13.33 -0.061
C 6.34 11.35 12.33 -0.618
Br 5.42 10.23 11.09 0.897
N 7.71 11.27 12.35 0.019
C 8.37 12.10 13.21 -0.008
H 9.07 13.31 15.73 0.097
H 7.75 14.52 15.49 0.088
H 9.11 14.47 14.25 0.104
H 5.81 13.26 15.09 0.117
H 4.50 11.95 13.27 0.098
H 9.45 12.18 13.20 0.134
C 7.83 8.04 13.75 -0.093
C 7.56 7.74 12.27 -0.493
C 7.86 6.24 12.06 -0.085
C 8.24 8.60 11.19 -0.231
H 7.07 7.52 14.36 0.084
H 7.75 9.08 14.04 0.048
H 8.85 7.78 14.09 0.062
H 6.52 8.02 12.19 0.055
H 8.91 6.02 12.40 0.073
H 7.75 5.94 10.98 0.091
H 7.22 5.68 12.74 0.062
H 7.73 8.62 10.20 0.069
H 9.24 8.30 11.04 0.036
```

Entry 3:
# C28H36BrEuN3O3P2

C28H36BrEuN3O3P2 as an isolated structure in a non-equilibrium geometry (ωB97M-V/def2-TZVPD, OMol25).

Properties
Gap between HOMO and LUMO (spin up / spin down) ... 3.9 / 5.3 eV
HOMO level (spin up / spin down) ... 0.74 / -0.67 eV
2S+1 ... 8
Strongest force on any atom ... 1.4 eV/Å
Electronic energy ... -148181.69076 eV
Total charge ... -2

The geometry in XYZ format:
```
74
Properties=species:S:1:pos:R:3:lowdin_charge:R:1
Eu -0.17 -0.87 0.86 1.121
O -2.23 -0.45 -0.18 -0.347
C -3.40 -0.95 -0.13 -0.375
C -4.57 -0.14 0.02 -0.025
C -5.83 -0.68 0.04 -0.128
C -6.03 -2.06 -0.10 -0.152
C -4.92 -2.88 -0.24 -0.086
C -3.62 -2.36 -0.27 -0.146
C -2.51 -3.27 -0.44 -0.133
N -1.28 -2.94 -0.37 -0.073
C -0.29 -3.96 -0.63 -0.283
C 0.81 -3.38 -1.51 -0.243
N 1.62 -2.35 -0.86 0.009
C 2.87 -2.63 -0.83 -0.155
C 4.03 -1.82 -0.54 -0.124
C 5.19 -2.23 -1.25 -0.085
C 6.32 -1.47 -1.38 -0.146
C 6.35 -0.21 -0.77 -0.126
C 5.29 0.20 0.00 -0.038
C 4.15 -0.61 0.22 -0.294
O 3.36 -0.19 1.15 -0.170
H -4.42 0.93 0.16 0.097
H -6.69 -0.03 0.17 0.085
H -7.03 -2.48 -0.08 0.073
H -5.05 -3.95 -0.33 0.095
H -2.78 -4.31 -0.67 0.114
H -0.73 -4.84 -1.13 0.102
H 0.14 -4.28 0.32 0.041
H 0.35 -2.92 -2.39 0.102
H 1.44 -4.22 -1.85 0.093
H 3.16 -3.62 -1.23 0.100
H 5.14 -3.20 -1.75 0.095
H 7.16 -1.83 -1.95 0.076
H 7.21 0.43 -0.88 0.086
H 5.32 1.14 0.53 0.100
O -3.54 0.38 5.55 0.014
C -2.96 0.87 4.40 -0.355
C -3.26 2.14 3.93 -0.077
C -2.61 2.54 2.77 -0.231
N -1.72 1.80 2.12 -0.038
C -1.39 0.54 2.55 -0.300
Br -0.33 -3.03 2.73 -0.252
C -2.06 0.08 3.70 -0.102
H -4.12 1.06 5.91 0.075
H -3.95 2.79 4.45 0.082
H -2.82 3.53 2.35 0.081
H -1.86 -0.91 4.09 0.032
C -1.27 0.11 -3.01 -0.283
P -0.56 0.97 -1.54 0.846
C -1.86 2.24 -1.25 -0.280
C 0.56 2.08 -2.58 -0.480
C 1.26 3.24 -1.86 -0.455
P 2.39 2.61 -0.53 0.883
C 1.59 3.29 0.98 -0.301
C 3.68 3.95 -0.66 -0.335
H -2.07 -0.56 -2.69 0.026
H -0.48 -0.47 -3.49 0.026
H -1.66 0.84 -3.72 0.030
H -1.81 3.04 -2.00 0.029
H -1.74 2.65 -0.24 0.007
H -2.83 1.75 -1.29 0.017
H -0.04 2.47 -3.41 0.056
H 1.34 1.43 -3.01 0.060
H 0.54 3.97 -1.47 0.067
H 1.90 3.77 -2.59 0.059
H 1.48 4.37 0.90 0.029
H 2.24 3.05 1.83 0.035
H 0.62 2.83 1.16 0.006
H 3.21 4.93 -0.67 0.023
H 4.27 3.81 -1.56 0.020
H 4.34 3.88 0.21 0.021
C 2.27 -0.98 1.72 -0.297
H 2.60 -2.03 1.71 -0.006
H 2.29 -0.65 2.77 0.007
```

Q: The lowest strongest force on any atom belongs to which entry?
A: C28H36BrEuN3O3P2

Q: What is the strongest force on any atom in the second record?
A: 2.7 eV/Å

Q: Among the records above, which one has the lowest strongest force on any atom?
A: C28H36BrEuN3O3P2

Q: What is the strongest force on any atom in the second record?
A: 2.7 eV/Å